Record 1
17
Properties=species:S:1:pos:R:3:forces:R:3:lowdin_charge:R:1 method="wB97M-V/def2-TZVPD" total_energy_ev=-7415.9625 de_lowest_kcal_mol=117.0 gap_ev="8.152 / 8.030"
C 1.474862 0.171889 1.383923 0.10 -0.06 0.25 0.04
C 1.333275 0.624531 0.026193 0.19 -0.27 0.04 -0.35
C 1.128319 -0.823358 -0.483806 -0.29 0.27 0.08 0.02
C -0.206330 -0.495230 -1.152767 0.27 -0.18 -0.11 -0.26
C -1.529839 -0.792123 -0.420722 0.03 -0.02 0.12 -0.13
C -1.333231 0.540785 0.358799 -0.06 0.14 0.11 -0.12
C -0.091661 0.908661 -0.509071 -0.10 0.15 -0.10 -0.21
H 2.473798 0.266621 1.838536 -0.42 -0.66 -0.36 0.07
H 0.701431 -0.232572 2.022790 -0.16 0.36 -0.28 0.05
H 2.161767 1.231091 -0.351307 -0.24 -0.02 0.04 0.13
H 1.471508 -1.787891 -0.119990 0.48 0.25 -0.22 0.08
H -0.195284 -0.620274 -2.250996 0.15 -0.08 0.44 0.14
H -1.530734 -1.722809 0.156940 -0.04 0.21 -0.02 0.10
H -2.417670 -0.783520 -1.067402 0.26 0.03 0.12 0.10
H -2.159461 1.239978 0.212465 0.10 -0.04 0.10 0.10
H -1.152322 0.433114 1.432931 -0.01 0.11 -0.20 0.09
H -0.128427 1.841100 -1.076523 -0.25 -0.20 -0.02 0.13

Record 2
19
Properties=species:S:1:pos:R:3:forces:R:3:lowdin_charge:R:1 method="wB97M-V/def2-TZVPD" total_energy_ev=-46853.3338 spin_multiplicity=5 charge=+2 de_lowest_kcal_mol=2.6 gap_ev="12.189 / 10.114"
Fe -0.064297 -0.079923 0.081358 0.57 0.16 -0.29 0.83
O -0.664211 -0.549937 2.039931 -0.42 0.06 0.21 -0.02
H -1.565614 -0.843652 2.237769 0.11 -0.05 0.08 0.12
H -0.289225 -0.246764 2.879877 0.07 -0.01 -0.11 0.12
O -1.565753 -1.096168 -0.993482 -0.27 -0.17 -0.07 -0.02
H -1.484574 -1.513633 -1.862826 0.05 -0.04 0.09 0.11
H -2.515368 -0.970139 -0.852524 0.07 0.07 -0.03 0.11
O 1.125528 -1.855244 0.081363 0.05 -0.15 -0.14 -0.03
H 0.767371 -2.739738 0.245538 0.00 0.08 0.05 0.11
H 2.077411 -1.972546 -0.041827 -0.05 0.05 -0.01 0.11
O 0.766372 0.549000 -1.879321 0.09 -0.19 -0.11 -0.03
H 1.158632 -0.099225 -2.482223 -0.01 0.03 0.06 0.10
H 0.994042 1.406891 -2.263126 -0.07 0.00 0.09 0.11
O -1.318545 1.679453 -0.111358 0.03 0.23 0.27 -0.03
H -1.679162 2.143407 0.658465 -0.04 -0.03 -0.08 0.11
H -1.329624 2.321104 -0.834505 -0.07 -0.08 -0.02 0.11
O 1.542999 1.067757 1.012950 -0.09 0.11 -0.12 -0.03
H 1.644792 1.973871 0.691329 0.05 0.00 0.15 0.10
H 2.399235 0.825488 1.392620 -0.07 -0.08 0.00 0.11

Record 3
150
Properties=species:S:1:pos:R:3:forces:R:3:lowdin_charge:R:1 method="wB97M-V/def2-TZVPD" total_energy_ev=-430621.0735 gap_ev=8.157
C 4.073488 2.498596 5.380171 -0.30 0.27 -0.99 -0.09
C 3.565335 1.465881 4.317909 -0.22 0.68 1.32 -0.21
C 2.485653 2.152028 3.477261 0.76 0.00 -0.90 -0.25
O 1.568433 1.232834 2.843263 -0.76 0.04 1.17 -0.15
Si 0.306034 0.717002 3.793988 0.94 -0.35 -1.23 0.29
F 0.698274 1.075556 5.324642 -0.50 0.00 -0.60 -0.07
C 0.172436 -1.141042 3.510217 0.37 0.55 0.25 -0.14
C 1.051675 -2.003340 4.442542 -1.25 -0.32 -0.27 -0.41
C 0.613121 -1.953921 5.925732 0.34 0.17 -0.40 -0.02
O 0.907303 -3.376635 3.997504 0.11 0.67 0.02 -0.13
O -1.106346 1.485249 3.330620 0.09 -0.81 1.66 -0.25
Si -2.481795 1.255744 4.242043 -0.69 0.48 -0.41 0.19
N -3.211839 -0.307133 3.924150 0.20 0.72 -0.18 -0.03
N -2.217661 1.425816 5.996859 -0.74 -0.94 -0.56 0.07
C -2.571452 0.429740 6.623021 1.47 0.32 0.32 -0.43
O -2.734290 -0.510443 7.282790 -0.59 0.11 -0.01 0.18
P -4.048267 2.782693 3.686418 -0.74 0.65 -1.28 0.69
N -5.413927 2.107570 4.584558 1.34 0.02 0.83 -0.23
O -3.577065 4.222486 4.431688 -0.24 -0.96 0.63 -0.43
H 3.713010 3.484999 5.061957 0.27 -0.10 0.24 0.00
H 5.161436 2.571117 5.411264 -0.09 -0.24 0.27 0.07
H 3.632429 2.317129 6.360380 0.24 -0.06 0.00 0.07
H 3.128014 0.643475 4.892587 0.09 -0.16 -0.39 0.09
H 4.409831 1.113877 3.732152 -0.30 -0.18 -0.20 0.04
H 2.994572 2.680704 2.660204 -0.18 -0.02 0.07 0.13
H 1.959590 2.928005 4.040487 -0.10 -0.29 0.13 0.07
H -0.867776 -1.489275 3.513506 0.06 0.06 0.25 0.07
H 0.541820 -1.272645 2.483233 -0.05 0.02 0.10 0.10
H 2.099808 -1.743191 4.285782 -0.01 -0.10 0.16 0.13
H 1.508568 -1.920615 6.550210 -0.27 -0.10 0.21 0.09
H -0.026603 -1.103895 6.168128 0.20 0.05 -0.04 0.05
H 0.034792 -2.856239 6.131244 0.17 0.04 0.12 0.08
H -0.031200 -3.462683 3.803090 -0.09 -0.18 0.02 0.09
H -3.215471 -0.478609 2.917308 0.21 -0.17 0.06 -0.04
H -4.200862 -0.275645 4.166124 0.05 -0.17 0.17 0.03
H -5.913774 2.847949 5.072895 -0.26 0.05 -0.38 0.03
H -5.049284 1.529955 5.344957 -0.35 0.03 0.11 -0.01
H -3.434869 4.052715 5.374854 0.17 0.25 0.04 0.03
Cl -3.925831 2.954594 -0.439146 -0.02 0.04 0.09 0.51
C -2.471742 3.935495 -0.711444 -0.03 0.06 -0.06 -0.66
C -1.430940 3.633313 0.332234 0.29 0.03 -0.06 -0.62
Cl -1.918799 4.226884 1.941195 0.26 0.25 -0.18 0.61
H -2.751873 4.986957 -0.709365 -0.05 -0.03 0.09 0.07
H -2.098568 3.683568 -1.699521 0.06 -0.07 -0.04 0.00
H -0.491481 4.126813 0.085479 -0.03 0.04 -0.02 0.08
H -1.246866 2.563285 0.407057 -0.07 0.00 0.10 0.07
Cl -3.097175 -1.402207 0.587348 0.04 0.04 0.15 0.57
C -4.826462 -1.870798 0.626087 -0.17 -0.06 -0.05 -0.63
C -5.705331 -0.880061 -0.095834 -0.17 0.02 -0.13 -0.67
Cl -5.802651 0.681510 0.757107 0.01 -0.14 0.20 0.55
H -5.121290 -1.973413 1.667958 0.07 0.06 0.03 0.07
H -4.895798 -2.846866 0.149470 0.03 0.05 -0.08 0.07
H -6.721100 -1.269309 -0.162342 0.02 -0.03 0.08 0.06
H -5.340974 -0.688058 -1.103041 -0.13 0.16 0.40 -0.03
Cl 6.751953 0.687276 2.558373 0.21 0.12 0.05 0.58
C 6.805034 -0.412102 1.156401 -0.15 -0.05 -0.07 -0.70
C 5.485132 -1.116349 0.983163 -0.13 0.04 -0.14 -0.66
Cl 5.160196 -2.268397 2.298704 -0.01 0.42 0.11 0.52
H 7.620922 -1.111212 1.300992 -0.06 -0.04 0.10 0.00
H 7.023118 0.189592 0.275955 -0.04 0.03 0.02 0.06
H 5.488619 -1.682122 0.055107 0.01 -0.01 0.10 0.01
H 4.657905 -0.409823 0.950587 0.02 0.02 0.09 0.07
Cl 1.960481 5.456762 5.345233 -0.06 0.15 0.07 0.59
C 0.200442 5.176527 5.416207 -0.10 -0.13 -0.04 -0.64
C -0.567618 6.192667 4.612291 -0.11 -0.05 -0.06 -0.69
Cl -0.501169 7.820093 5.341364 0.04 0.01 0.01 0.54
H -0.099252 5.178294 6.461504 0.06 0.07 0.01 0.07
H 0.022675 4.180451 5.008745 -0.02 0.03 -0.05 0.06
H -1.616882 5.906513 4.566822 0.00 -0.03 0.01 0.04
H -0.187679 6.261696 3.596473 0.04 0.04 0.03 0.05
Cl -9.562014 0.019492 -0.061637 0.02 -0.03 -0.03 0.54
C -9.216715 1.745908 0.229965 0.09 0.13 0.05 -0.67
C -10.384491 2.459471 0.860991 0.03 0.04 0.06 -0.66
Cl -11.765819 2.616288 -0.255818 -0.03 -0.02 0.01 0.53
H -8.938928 2.196558 -0.719775 -0.06 -0.05 -0.03 0.07
H -8.356336 1.787352 0.894292 -0.03 -0.03 0.03 0.03
H -10.086100 3.468619 1.140484 0.03 0.00 -0.05 0.07
H -10.731649 1.942288 1.752165 -0.03 -0.05 -0.05 0.07
Cl -1.536786 3.586744 -4.338045 -0.01 0.02 0.12 0.59
C -2.749882 2.779981 -5.366471 -0.22 -0.22 -0.04 -0.64
C -4.117241 3.405221 -5.259719 -0.14 -0.02 -0.02 -0.68
Cl -4.917938 3.126809 -3.686117 0.27 0.05 -0.15 0.53
H -2.771015 1.726704 -5.095540 0.01 0.04 0.12 0.07
H -2.389974 2.866566 -6.387731 0.01 0.06 -0.02 0.01
H -4.766430 2.963091 -6.014414 0.05 -0.01 -0.04 0.07
H -4.077784 4.477850 -5.427092 0.02 0.00 0.05 0.04
Cl 7.536537 -4.596567 2.107473 0.28 -0.14 -0.13 0.52
C 6.576443 -5.736329 3.080658 -0.10 0.06 0.14 -0.68
C 6.625824 -7.139666 2.536167 0.04 -0.09 0.16 -0.66
Cl 5.771183 -7.281037 0.975753 0.00 -0.01 -0.07 0.54
H 5.556524 -5.363072 3.118610 -0.02 0.01 -0.07 -0.01
H 6.988316 -5.718672 4.088824 0.04 -0.06 -0.02 0.08
H 6.133028 -7.819055 3.229760 -0.08 0.05 -0.01 0.06
H 7.648605 -7.478239 2.389407 0.00 0.05 -0.09 0.07
Cl 7.260204 -2.169513 -1.708287 0.16 -0.04 -0.12 0.61
C 8.812326 -1.576372 -2.360684 0.07 0.02 -0.11 -0.63
C 9.987785 -1.990485 -1.510166 0.05 -0.06 -0.06 -0.64
Cl 10.004231 -1.167634 0.071596 0.09 -0.03 -0.06 0.59
H 8.746190 -0.494753 -2.450385 -0.02 0.00 0.08 0.07
H 8.915464 -1.998287 -3.359129 0.02 -0.05 0.03 0.07
H 10.915019 -1.723521 -2.014691 -0.03 0.05 -0.02 0.07
H 9.990048 -3.062697 -1.329594 -0.07 0.02 0.05 0.07
Cl 1.862020 1.132517 -7.584532 -0.03 -0.03 -0.05 0.54
C 2.296084 2.844676 -7.325421 0.12 0.16 -0.01 -0.65
C 1.214132 3.601184 -6.597920 0.12 0.01 0.12 -0.65
Cl -0.248981 3.812739 -7.595778 0.09 0.00 -0.16 0.56
H 2.512253 3.285147 -8.295822 -0.09 -0.06 -0.02 0.02
H 3.209961 2.852508 -6.733425 -0.05 -0.03 0.07 0.08
H 1.570285 4.598471 -6.344622 0.01 0.01 -0.07 0.08
H 0.921081 3.098723 -5.680101 -0.07 -0.04 -0.05 0.03
Cl -6.700891 5.505261 -5.925216 -0.09 0.02 -0.06 0.57
C -7.086704 7.135317 -5.316647 0.01 0.14 -0.03 -0.65
C -6.647718 7.320835 -3.885614 0.03 0.08 0.03 -0.66
Cl -7.611037 6.337573 -2.755928 0.02 -0.03 0.00 0.54
H -8.156736 7.290774 -5.428828 -0.01 -0.09 0.04 0.07
H -6.566041 7.845551 -5.957233 0.05 -0.02 0.03 0.07
H -6.780165 8.361908 -3.594874 -0.04 0.00 -0.03 0.07
H -5.601238 7.055502 -3.753239 -0.03 -0.08 -0.01 0.07
Cl 2.226823 3.693109 -11.012398 0.02 0.05 -0.04 0.55
C 1.112397 2.332144 -11.309694 -0.12 -0.12 0.13 -0.66
C 1.578788 1.452171 -12.440874 0.00 -0.08 0.03 -0.67
Cl 1.475991 2.272930 -14.019487 0.03 0.01 -0.01 0.54
H 0.125853 2.745537 -11.503893 0.05 0.06 -0.06 0.07
H 1.066921 1.754080 -10.387239 0.06 -0.01 -0.01 0.04
H 0.945505 0.568425 -12.500117 -0.04 0.04 0.02 0.07
H 2.607300 1.130886 -12.295984 0.01 0.07 -0.02 0.07
Cl -4.037930 -1.733389 -2.655717 0.21 -0.24 -0.51 0.62
C -2.395728 -2.389181 -2.880347 0.17 0.04 0.00 -0.64
C -2.342257 -3.430491 -3.969136 0.08 0.02 -0.06 -0.66
Cl -3.202776 -4.921972 -3.510960 -0.03 0.00 0.00 0.54
H -2.065050 -2.790498 -1.925261 -0.09 -0.02 0.01 0.05
H -1.753290 -1.549142 -3.140790 -0.03 0.00 -0.05 0.08
H -1.306301 -3.706269 -4.160219 0.00 0.00 0.06 0.07
H -2.777883 -3.062133 -4.894681 -0.07 -0.02 0.04 0.07
Cl 3.131030 -12.564580 -1.951603 -0.03 -0.01 0.00 0.53
C 3.241414 -10.829674 -1.556446 0.03 0.09 -0.05 -0.67
C 3.913686 -10.587361 -0.229130 0.06 0.12 -0.02 -0.67
Cl 2.916936 -11.140506 1.141211 0.00 -0.02 0.01 0.53
H 2.235484 -10.417470 -1.573340 -0.02 -0.07 0.05 0.07
H 3.820819 -10.360291 -2.350029 0.04 -0.02 0.03 0.07
H 4.078865 -9.520188 -0.089219 -0.03 0.00 -0.01 0.03
H 4.874292 -11.092992 -0.171231 -0.04 -0.06 0.01 0.07
Cl 3.449405 -6.903952 4.476581 0.11 -0.08 0.00 0.57
C 1.945794 -6.050247 4.028272 -0.12 0.03 0.14 -0.65
C 1.899758 -5.694126 2.564555 -0.04 -0.02 -0.10 -0.63
Cl 3.080027 -4.428285 2.137373 -0.13 -0.40 -0.05 0.55
H 1.862763 -5.163823 4.652014 0.13 -0.16 -0.14 0.05
H 1.122419 -6.721473 4.267875 0.02 -0.08 -0.05 0.08
H 0.913527 -5.300038 2.323528 0.04 0.02 0.05 0.06
H 2.090330 -6.560324 1.933890 0.09 0.00 0.04 0.07